Entry 1:
The following is a quantum chemistry calculation of C16H30AlB4CaClF8K2N5O8S3 as an isolated structure at a distorted geometry, from the OMol25 dataset.

Its molecular weight is 892.6 g/mol. The charge is +3. Its HOMO-LUMO gap is 1.42 eV. The value obtained for the energy relative to the best compared isomer or geometry (same formula, charge and spin) is 2.5892 eV.

```
79
C16H30AlB4CaClF8K2N5O8S3 (ωB97M-V/def2-TZVPD)
S -4.184 -2.228 2.672
C -5.465 -1.693 1.387
C -5.055 -2.266 -0.095
C -3.729 -1.467 -0.594
B -3.675 -1.128 -2.156
O -4.462 -0.115 -2.788
B -3.500 0.832 -3.218
O -2.281 0.459 -3.874
B -1.780 -0.767 -3.269
C -0.260 -0.981 -2.850
C -0.292 -1.537 -1.370
C 1.107 -1.547 -0.684
C 1.436 -2.892 0.035
C 2.582 -2.803 1.105
C 3.765 -1.864 0.725
C 4.649 -1.487 1.979
S 3.688 -0.730 3.325
C 3.785 1.009 3.152
N 4.272 1.803 2.180
N 4.059 3.031 2.655
C 3.466 2.998 3.835
O 3.255 1.679 4.195
O -2.748 -1.809 -2.999
H -3.676 -3.468 2.313
H -5.478 -0.532 1.396
H -6.556 -2.063 1.686
H -4.790 -3.336 0.022
H -5.919 -2.096 -0.762
H -2.754 -1.972 -0.219
H -3.759 -0.438 -0.081
H -3.680 2.001 -2.965
H 0.300 -0.019 -2.924
H 0.260 -1.697 -3.530
H -0.969 -0.840 -0.803
H -0.791 -2.533 -1.405
H 1.129 -0.722 0.060
H 1.937 -1.349 -1.397
H 1.606 -3.734 -0.677
H 0.479 -3.194 0.617
H 2.098 -2.596 2.083
H 3.019 -3.826 1.190
H 3.474 -0.897 0.271
H 4.428 -2.430 0.034
H 5.374 -0.729 1.608
H 5.255 -2.336 2.347
H 3.162 3.808 4.502
C 2.643 4.139 -0.916
F 3.263 4.071 -2.102
F 3.593 4.234 0.020
F 1.958 5.290 -0.897
S 1.549 2.684 -0.631
O 2.426 1.530 -0.681
O 0.565 2.710 -1.726
O 0.959 2.905 0.679
K -3.233 -0.094 1.587
K -2.392 -0.911 -5.649
Cl -7.959 -1.289 2.178
F -9.765 -2.839 2.531
C 1.778 2.839 7.157
C 0.730 2.400 8.095
N -0.087 2.060 8.816
H 1.389 3.635 6.522
H 2.639 3.213 7.710
H 2.091 2.004 6.532
Ca -2.254 -4.572 1.572
C -0.939 5.165 -3.825
O -0.592 5.768 -2.847
N -0.884 3.776 -3.899
N -1.422 5.781 -4.949
H -1.163 3.251 -4.710
H -0.522 3.277 -3.080
H -1.477 6.787 -4.933
H -1.711 5.293 -5.779
B 3.983 -5.654 -1.746
F 4.705 -6.664 -2.381
F 4.836 -4.921 -0.874
F 3.433 -4.764 -2.716
F 2.928 -6.232 -0.991
Al -3.659 3.389 -4.304
```

---

Entry 2:
The following is a quantum chemistry calculation of one molecule with the formula C4H7FS at a distorted geometry, from the OMol25 dataset.

Its SMILES is C[C@]1(S)C[C@H]1F. Its molecular weight is 106.2 g/mol. Its HOMO-LUMO gap is 10.17 eV. The value obtained for the energy relative to the best compared isomer or geometry (same formula, charge and spin) is 4.5796 eV.

```
13
C4H7FS (ωB97M-V/def2-TZVPD)
C 0.491 -1.588 0.964
C 0.127 -0.195 0.314
S 1.418 0.763 -0.582
C -0.752 0.609 1.036
C -1.046 -0.313 -0.015
F -1.749 0.255 -1.021
H 1.227 -1.662 1.848
H -0.474 -2.169 1.259
H 0.943 -2.182 0.084
H 1.937 -0.267 -1.498
H -0.753 1.600 0.778
H -1.258 0.332 2.073
H -1.491 -1.241 0.168
```